Entry from the OMol25 dataset: the ion C7H11BrNO with charge +1 in a non-equilibrium geometry (ωB97M-V with the def2-TZVPD basis set).

CARTESIAN COORDINATES (ANGSTROEM)
C1 2.09 -0.39 0.04
C2 1.42 -1.65 -0.07
C3 1.52 0.71 -0.62
C4 0.15 -1.68 -0.24
C5 0.17 0.57 -1.24
C6 -0.63 -0.42 -0.39
C7 -1.26 -0.25 2.06
N1 -0.56 1.86 -1.14
O1 -0.77 0.48 0.93
Br1 -2.41 -0.91 -1.20
H1 3.07 -0.27 0.61
H2 1.98 -2.49 0.16
H3 1.97 1.65 -0.44
H4 -0.43 -2.58 -0.04
H5 0.00 0.18 -2.39
H6 -0.33 -0.78 2.50
H7 -2.10 -0.96 1.84
H8 -1.57 0.56 2.67
H9 -0.93 2.20 -2.02
H10 -0.05 2.46 -0.60
H11 -1.32 1.71 -0.41

Summary:
E: -2976.986730 a.u.
Total charge: +1
LUMO level: -4.0985 eV
Relative energy (zero: lowest compared OMol25 entry of this formula, charge and spin): 44.4 kcal/mol
SMILES: CO[C@]1(Br)C=CC=C[C@@H]1[NH3+]

natural (NBO) population analysis, charges in e, atoms 1 to 2:
1 C -0.143
2 C -0.165

---

Entry from the OMol25 dataset: a structure of composition C10H26ClI2N2P2SSc in a non-equilibrium geometry (ωB97M-V with the def2-TZVPD basis set).

CARTESIAN COORDINATES (ANGSTROEM)
I1 1.02 1.93 2.10
I2 0.78 -1.72 1.32
Sc1 -0.60 -0.09 -1.85
P1 -2.58 0.01 -0.27
C1 -3.74 0.04 1.15
C2 -3.41 1.33 -1.25
H1 -4.48 1.14 -1.40
H2 -4.40 -1.25 -1.34
H3 -2.92 1.48 -2.23
H4 -2.82 -1.64 -2.12
H5 -3.63 0.96 1.74
H6 -3.28 2.27 -0.69
C3 -3.33 -1.41 -1.16
H7 -4.80 -0.09 0.86
H8 -3.20 -2.30 -0.54
H9 -3.45 -0.75 1.86
P2 2.42 0.01 -0.38
C4 3.58 0.02 1.12
C5 3.35 -1.42 -1.17
H10 2.98 1.39 -2.27
H11 4.50 1.11 -1.35
H12 3.25 2.29 -0.74
C6 3.42 1.34 -1.26
H13 2.85 -1.63 -2.12
H14 4.42 -1.22 -1.36
H15 4.64 0.10 0.87
H16 3.44 -0.86 1.76
H17 3.25 -2.30 -0.53
H18 3.40 0.86 1.82
Cl1 -0.21 -0.37 -4.08
S1 -0.79 0.55 3.05
C7 0.35 -0.02 4.14
N1 1.34 0.75 4.66
C8 2.22 0.36 5.75
C9 2.70 -1.05 5.64
C10 1.49 -1.92 5.35
N2 0.48 -1.33 4.42
H19 1.35 1.72 4.27
H20 1.64 0.55 6.69
H21 3.03 1.08 5.69
H22 3.10 -1.30 6.62
H23 3.44 -1.18 4.83
H24 0.91 -2.10 6.28
H25 1.81 -2.85 4.88
H26 -0.05 -1.91 3.77

Summary:
E: -3402.755881 a.u.
Total charge: +2
LUMO level (alpha / beta): -8.1807 / -8.1738 eV
Relative energy (zero: lowest compared OMol25 entry of this formula, charge and spin): 106.1 kcal/mol

natural (NBO) population analysis, charges in e, atoms 1 to 2:
1 I 0.216
2 I -0.563

---

Entry from the OMol25 dataset: a structure of composition C5H20N10O5Tl in a non-equilibrium geometry (ωB97M-V with the def2-TZVPD basis set).

CARTESIAN COORDINATES (ANGSTROEM)
Tl1 0.26 0.16 0.14
C1 -1.99 4.06 3.88
O1 -1.27 3.43 3.20
N1 -2.41 3.67 5.03
N2 -2.47 5.18 3.46
H1 -3.14 4.16 5.52
H2 -2.04 2.78 5.34
H3 -2.22 5.62 2.59
H4 -3.04 5.78 4.03
C2 3.12 3.99 -3.12
O2 2.42 3.16 -2.62
N3 2.67 5.20 -3.27
N4 4.21 3.61 -3.63
H5 1.72 5.42 -3.00
H6 3.17 5.99 -3.64
H7 4.70 4.38 -4.06
H8 4.24 2.63 -3.88
C3 -0.97 -5.59 0.79
O3 -0.74 -4.45 0.59
N5 -0.08 -6.55 1.03
N6 -2.19 -6.06 0.70
H9 -0.30 -7.52 1.19
H10 0.84 -6.20 1.24
H11 -2.86 -5.42 0.31
H12 -2.24 -7.06 0.61
C4 5.14 -1.43 -2.93
O4 3.98 -1.10 -2.56
N7 6.19 -0.67 -3.01
N8 5.32 -2.61 -3.52
H13 6.10 0.17 -2.46
H14 7.07 -0.99 -3.39
H15 6.23 -2.75 -3.93
H16 4.50 -3.19 -3.68
C5 -5.01 -0.78 1.66
O5 -3.94 -0.28 1.70
N9 -5.74 -0.97 2.68
N10 -5.59 -1.12 0.53
H17 -5.50 -0.70 3.63
H18 -6.68 -1.30 2.51
H19 -5.03 -1.03 -0.30
H20 -6.45 -1.63 0.65

Summary:
E: -1297.663254 a.u.
Total charge: +3
LUMO level: -14.9209 eV
Relative energy (zero: lowest compared OMol25 entry of this formula, charge and spin): 178.0 kcal/mol

natural (NBO) population analysis, charges in e, atoms 1 to 2:
1 Tl 0.994
2 C 0.724

---

Entry from the OMol25 dataset: a cluster of 21 separate species, H43O21 in total in a non-equilibrium geometry (ωB97M-V with the def2-TZVPD basis set).

CARTESIAN COORDINATES (ANGSTROEM)
O1 0.71 1.19 -0.16
H1 0.90 4.54 0.71
H2 0.46 0.26 -0.25
O2 3.48 -1.75 1.28
H3 4.02 -2.14 2.01
H4 0.82 1.30 0.79
O3 -4.05 2.01 -0.51
H5 -3.56 2.65 0.02
H6 1.34 -4.25 -0.47
O4 -1.92 0.43 -2.40
H7 1.34 -4.29 -1.95
H8 0.79 4.87 -2.87
O5 4.40 -1.63 -1.13
H9 2.22 3.20 0.78
H10 4.43 -1.78 -0.14
O6 1.92 -4.04 -1.22
H11 -2.01 1.39 -2.35
H12 0.39 -0.86 3.17
O7 -2.20 4.19 2.22
H13 4.27 -2.55 -1.44
H14 -1.38 4.66 2.13
O8 -3.30 1.41 2.39
H15 -2.57 1.16 2.96
H16 -3.78 2.15 2.76
O9 1.91 1.90 -2.82
H17 2.93 1.76 -2.97
H18 1.50 0.99 -2.48
O10 3.14 2.94 0.91
H19 -0.04 3.35 0.66
H20 3.35 2.93 1.85
O11 -3.48 -1.66 -2.66
H21 -4.00 -2.22 -3.24
H22 -2.86 -1.10 -3.14
O12 -1.07 -4.98 -0.59
H23 -1.78 -5.32 -0.04
H24 -0.59 -4.24 -0.20
O13 3.94 1.56 -1.40
H25 1.74 2.57 -2.12
H26 3.69 1.59 -0.45
O14 0.30 -0.26 2.43
H27 0.61 -0.72 1.64
H28 -1.26 -1.68 0.23
O15 0.82 -3.22 2.43
H29 -0.16 -3.19 2.52
H30 2.72 -1.37 1.72
O16 0.54 -0.12 -2.33
H31 -2.43 0.14 -1.63
O17 -3.42 -1.43 0.39
H32 -3.21 -2.34 0.56
H33 -4.36 -1.33 0.19
O18 -0.39 -1.70 -0.28
H34 0.09 -2.17 0.43
H35 4.54 0.79 -1.33
O19 0.92 4.41 -2.04
H36 -2.39 3.63 1.47
H37 0.38 4.88 -1.40
O20 -1.79 -2.29 2.22
H38 -1.80 -1.51 2.78
H39 -2.60 -2.79 2.42
O21 0.55 3.82 1.27
H40 -4.01 1.26 0.10
H41 0.91 -4.17 2.59
H42 0.85 -0.78 -1.72
H43 -0.49 -0.03 -2.29

Summary:
⟨S²⟩: 0.7555
E: -1605.082486 a.u.
Total charge: +2
Multiplicity: 2
LUMO level (alpha / beta): -5.8612 / -13.3246 eV
Relative energy (zero: lowest compared OMol25 entry of this formula, charge and spin): 40.3 kcal/mol

natural (NBO) population analysis, charges in e, atoms 1 to 2:
1 O -0.989
2 H 0.475

---

Question: Among the records above, which one has the lowest relative energy (zero: lowest compared OMol25 entry of this formula, charge and spin)?
Answer: H43O21

---

Question: Which value of total charge does entry 3 give?
Answer: +3

---

Question: The lowest relative energy (zero: lowest compared OMol25 entry of this formula, charge and spin) belongs to which entry?
Answer: H43O21